No. 1
# C16H20F3ORu

A structure of composition C16H20F3ORu at a distorted geometry (wB97M-V/def2-TZVPD, the Open Molecules 2025 dataset).

Summary:
total charge = -1
Kohn-Sham gap (alpha / beta) = 4.3 / 6.2 eV
LUMO level (alpha / beta) = 2.9 / 2.9 eV
energy = -29694.8860 eV
spin multiplicity = 5
energy above the lowest of the compared OMol25 structures with the same formula, charge and spin = 0.00 kcal/mol

Geometry (Å):
Ru 0.037 0.240 1.084
C 1.854 0.439 2.565
C 2.328 -0.394 1.527
C 2.367 0.360 0.347
H 2.550 -1.440 1.621
C 1.909 1.661 0.629
C 1.622 1.715 2.012
H 1.281 2.579 2.553
H 1.695 0.142 3.587
H 2.647 -0.013 -0.623
H 1.815 2.472 -0.072
C -2.115 0.319 2.171
C -1.418 1.472 2.556
C -1.198 2.255 1.398
H -1.086 1.705 3.553
C -1.744 1.575 0.298
C -2.305 0.366 0.778
H -2.750 -0.413 0.185
H -2.375 -0.504 2.810
H -0.693 3.204 1.359
H -1.755 1.933 -0.716
O -0.047 -0.744 -0.914
C -0.162 -0.385 -2.355
C 0.528 -1.708 -2.722
C 0.587 0.878 -2.681
C -1.615 -0.330 -2.762
C 0.442 -2.077 -1.248
H 1.543 -1.579 -3.088
H -0.026 -2.345 -3.406
H -0.294 -2.828 -0.978
H 1.373 -2.295 -0.735
H 0.573 1.044 -3.758
H 1.623 0.822 -2.360
H 0.127 1.737 -2.200
H -1.712 -0.608 -3.811
H -2.031 0.666 -2.638
H -2.207 -1.024 -2.170
F 0.706 -2.773 1.539
C -0.282 -1.888 1.912
F -1.484 -2.401 1.460
F -0.307 -1.836 3.293


No. 2
# CH4IOP

A cluster of 2 separate species, CH4IOP in total at a distorted geometry (wB97M-V/def2-TZVPD, the Open Molecules 2025 dataset).

Summary:
Kohn-Sham gap (alpha / beta) = 8.1 / 5.8 eV
LUMO level (alpha / beta) = -0.6 / -2.4 eV
energy = -20535.7530 eV
spin multiplicity = 1
energy above the lowest of the compared OMol25 structures with the same formula, charge and spin = 67.42 kcal/mol

Geometry (Å):
C 1.528 0.721 0.473
O -0.235 -0.060 -0.836
P -1.168 -1.028 -0.149
I -3.255 0.152 0.310
H 1.999 0.219 -0.344
H 1.376 0.011 1.274
H 1.418 1.742 0.668
H -1.661 -1.758 -1.395


No. 3
# C24H40Br2Ca2Cl6F5MgN2O7S

A structure of composition C24H40Br2Ca2Cl6F5MgN2O7S at a distorted geometry (wB97M-V/def2-TZVPD, the Open Molecules 2025 dataset).

Summary:
total charge = +1
Kohn-Sham gap = 1.1 eV
LUMO level = -7.4 eV
energy = -324785.8277 eV
spin multiplicity = 1
energy above the lowest of the compared OMol25 structures with the same formula, charge and spin = 55.10 kcal/mol

Geometry (Å):
N 3.313 -4.464 -1.773
C 3.189 -3.657 -0.572
C 2.710 -2.161 -0.790
C 2.357 -1.783 -2.226
C 2.211 -0.257 -2.445
C 0.893 0.402 -1.930
O 0.359 -0.033 -0.681
C 0.172 1.014 0.256
C -1.258 1.582 0.290
C -2.340 0.475 0.357
O -3.010 0.378 -0.890
C -2.609 -0.710 -1.686
C -3.705 -1.792 -1.752
F -3.653 -2.627 -0.727
F -4.908 -1.212 -1.728
F -3.604 -2.468 -2.889
C 1.283 2.045 -0.148
S 2.857 1.275 0.542
C 1.032 3.444 0.467
C 2.311 4.227 0.976
C 2.607 4.011 2.478
Br 3.193 5.681 3.313
C 1.039 1.920 -1.674
C 1.810 2.784 -2.698
C 0.802 3.053 -3.873
C 1.036 2.207 -5.145
O -0.099 2.048 -4.108
H 3.969 -4.091 -2.439
H 2.427 -4.691 -2.195
H 4.162 -3.604 -0.072
H 2.517 -4.130 0.155
H 3.519 -1.504 -0.566
H 1.864 -1.999 -0.133
H 3.218 -2.095 -2.831
H 1.510 -2.340 -2.645
H 3.147 0.289 -2.021
H 2.236 -0.082 -3.532
H 0.141 0.131 -2.673
H 0.369 0.660 1.270
H -1.353 2.195 1.195
H -1.483 2.249 -0.550
H -1.887 -0.467 0.685
H -3.096 0.746 1.101
H -2.447 -0.348 -2.704
H -1.700 -1.200 -1.325
H 2.516 1.045 1.831
H 0.518 4.083 -0.321
H 0.368 3.281 1.328
H 2.109 5.340 0.885
H 3.201 4.056 0.362
H 1.678 3.697 2.957
H 3.346 3.232 2.648
H 0.007 2.271 -1.799
H 2.112 3.788 -2.324
H 2.692 2.286 -3.180
H 0.488 4.083 -4.021
H 1.367 1.177 -5.039
H 0.373 2.328 -5.998
C 0.090 -3.492 1.943
Cl -0.953 -3.019 3.236
Cl -0.421 -2.767 0.434
Cl 1.759 -3.045 2.291
H 0.035 -4.660 1.809
C -1.415 0.477 3.839
O -0.542 1.263 3.527
N -2.518 0.804 4.559
C -3.548 -0.173 4.903
C -2.651 2.175 4.989
H -1.382 -0.584 3.552
H -4.507 0.138 4.484
H -3.638 -0.251 5.989
H -3.289 -1.151 4.503
H -2.661 2.841 4.121
H -1.789 2.446 5.625
H -3.585 2.303 5.547
Ca 4.202 2.403 -2.168
F -2.960 -3.920 4.114
C 2.656 -0.409 -7.349
O 2.631 -0.458 -6.119
O 3.003 -1.345 -8.108
O 2.342 0.584 -8.049
C -5.565 -5.736 2.565
Cl -4.058 -6.571 2.893
Cl -6.821 -6.866 2.036
Cl -6.109 -4.829 3.982
H -5.391 -5.030 1.763
Ca -3.685 3.422 7.149
Br 5.576 -0.029 0.339
F -0.701 -5.744 1.570
Mg 0.021 5.460 1.032